64
Properties=species:S:1:pos:R:3:nbo_charge:R:1 method="wB97M-V/def2-TZVPD" e_homo_ev="-13.1 / -12.8" lumo_ev="-7.2 / -8.0" total_charge=+2 homo_lumo_gap_ev="5.90 / 4.74" e_tot_ha=-6824.06629
Au -0.64 -0.70 -0.67 1.3640
C 6.09 -3.01 -0.58 -0.6365
C 4.84 -2.16 -0.52 0.0111
C 4.81 -0.87 -1.04 -0.1732
C 3.64 -0.13 -1.01 -0.2055
C 2.45 -0.62 -0.45 0.0892
N 1.29 0.16 -0.50 -0.5125
C 1.33 1.55 -0.27 0.0778
C 2.20 2.08 0.71 -0.2016
C 2.24 3.42 1.01 -0.1442
C 1.40 4.32 0.37 0.0326
C 1.40 5.80 0.71 -0.6430
C 0.53 3.81 -0.58 -0.2303
C 0.49 2.47 -0.92 0.1894
N -0.40 2.08 -1.98 -0.1695
C -0.81 2.86 -3.02 0.0208
C -1.73 2.15 -3.75 -0.2950
C -1.83 0.91 -3.09 0.0137
N -1.02 0.88 -2.04 -0.3368
C 2.50 -1.92 0.08 0.1448
C 3.67 -2.66 0.03 -0.2109
N 1.37 -2.51 0.77 -0.1645
C 1.43 -3.33 1.85 0.0385
C 0.16 -3.82 2.08 -0.3123
C -0.63 -3.24 1.09 0.0166
N 0.10 -2.46 0.29 -0.3569
H 6.98 -2.40 -0.75 0.2349
H 6.02 -3.72 -1.41 0.2399
H 6.23 -3.59 0.33 0.2312
H 5.70 -0.45 -1.51 0.2392
H 3.61 0.85 -1.48 0.2313
H 2.81 1.38 1.26 0.2378
H 2.92 3.77 1.79 0.2326
H 2.31 6.09 1.23 0.2391
H 0.55 6.04 1.35 0.2424
H 1.31 6.41 -0.19 0.2380
H -0.15 4.50 -1.08 0.2309
H -0.40 3.84 -3.19 0.2563
H -2.24 2.46 -4.65 0.2698
H -2.44 0.05 -3.34 0.2343
H 3.66 -3.68 0.42 0.2284
H 2.36 -3.50 2.38 0.2586
H -0.15 -4.50 2.87 0.2703
H -1.70 -3.36 0.91 0.2332
Br -6.94 -3.27 -1.04 0.2044
C -5.23 -2.56 -0.95 -0.0300
C -4.30 -2.88 -1.91 -0.2628
C -3.04 -2.33 -1.79 0.0702
N -2.71 -1.49 -0.79 -0.5267
C -3.62 -1.18 0.17 0.1822
C -4.90 -1.71 0.09 -0.2445
C -3.21 -0.26 1.30 0.2445
C -4.10 0.13 2.29 -0.2597
C -3.64 0.95 3.31 -0.0486
Br -4.81 1.49 4.64 0.1769
C -2.33 1.36 3.32 -0.2540
C -1.51 0.93 2.29 0.0751
N -1.94 0.14 1.31 -0.5505
H -4.53 -3.55 -2.73 0.2694
H -2.27 -2.56 -2.52 0.2303
H -5.64 -1.48 0.85 0.2539
H -5.14 -0.18 2.29 0.2440
H -1.95 2.00 4.11 0.2586
H -0.46 1.24 2.25 0.2131

60
Properties=species:S:1:pos:R:3:mulliken_spin:R:1 method="wB97M-V/def2-TZVPD" e_homo_ev="-6.8 / -6.8" lumo_ev="0.4 / -2.5" homo_lumo_gap_ev="7.18 / 4.31" e_tot_ha=-6066.29448 multiplicity=5
C -0.88 -1.35 2.18 0.1876
C -0.76 -1.39 0.77 0.0527
C 0.60 -1.69 0.45 0.1387
H -1.56 -1.25 0.04 0.0165
C 1.33 -1.83 1.68 0.1360
C 0.40 -1.62 2.75 0.0336
H 0.62 -1.68 3.82 0.0023
H -1.83 -1.22 2.72 0.0165
H 0.99 -1.81 -0.56 0.0328
H 2.38 -2.08 1.76 0.0035
Co 0.49 -0.02 1.56 2.9046
Cl 2.16 1.03 0.35 0.2869
P -0.01 0.34 -2.89 0.0031
C 1.21 -0.78 -3.55 0.0008
C 0.94 -1.59 -4.67 0.0000
H -0.05 -1.57 -5.13 0.0000
C 1.95 -2.40 -5.18 -0.0001
H 1.75 -3.02 -6.05 0.0000
C 3.22 -2.41 -4.59 -0.0001
H 4.02 -3.02 -5.01 0.0000
C 3.47 -1.65 -3.43 0.0006
H 4.45 -1.69 -2.96 0.0000
C 2.46 -0.85 -2.90 -0.0078
H 2.62 -0.28 -1.98 0.0053
C -1.69 -0.12 -3.26 0.0002
C -2.07 -1.49 -3.21 0.0004
H -1.35 -2.24 -2.89 0.0005
C -3.34 -1.85 -3.63 -0.0005
H -3.62 -2.91 -3.66 0.0000
C -4.27 -0.87 -4.01 -0.0003
H -5.25 -1.17 -4.37 0.0000
C -3.94 0.48 -3.92 0.0001
H -4.68 1.25 -4.17 0.0000
C -2.66 0.87 -3.52 -0.0001
H -2.40 1.92 -3.43 -0.0001
C 0.38 2.04 -3.28 -0.0009
C 0.94 2.37 -4.53 -0.0001
H 1.23 1.56 -5.21 0.0001
C 1.10 3.71 -4.87 0.0001
H 1.48 3.96 -5.86 0.0000
C 0.76 4.71 -3.96 0.0001
H 0.85 5.76 -4.25 0.0000
C 0.31 4.39 -2.67 0.0004
H 0.09 5.17 -1.95 0.0000
C 0.14 3.05 -2.31 0.0043
H -0.17 2.76 -1.31 -0.0062
Br 1.23 3.04 2.68 0.0035
C -0.40 2.76 3.65 -0.0109
C -0.38 3.09 5.01 0.0059
C -1.52 2.92 5.80 0.0000
C -2.71 2.45 5.22 0.0000
C -2.76 2.20 3.85 0.0025
C -1.60 2.32 3.06 0.0052
C -1.71 1.88 1.61 0.0079
O -2.84 1.78 1.10 0.0303
O -0.58 1.60 1.04 0.1448
H 0.54 3.48 5.44 -0.0002
H -1.47 3.16 6.86 0.0000
H -3.61 2.31 5.81 0.0000
H -3.68 1.88 3.35 -0.0002

66
Properties=species:S:1:pos:R:3:mulliken_spin:R:1 method="wB97M-V/def2-TZVPD" e_homo_ev="-1.3 / -1.8" lumo_ev="3.7 / 3.7" total_charge=-2 homo_lumo_gap_ev="4.92 / 5.48" e_tot_ha=-4054.03389 multiplicity=2
Co -0.62 -0.09 0.14 0.0151
C -0.35 5.40 -0.97 0.0946
C -1.10 4.84 -2.00 -0.0518
C -1.23 3.47 -2.11 0.1204
C -0.60 2.62 -1.19 -0.0735
C 0.17 3.18 -0.17 0.0756
C 0.28 4.56 -0.06 -0.0541
N -0.71 1.23 -1.27 0.3540
N -1.14 0.77 -2.43 0.2878
C -1.15 -0.58 -2.46 -0.0372
C -1.60 -1.28 -3.60 0.0643
C -1.58 -2.64 -3.60 -0.0199
C -1.09 -3.33 -2.47 0.1205
C -0.67 -2.60 -1.39 -0.0441
N -0.72 -1.27 -1.36 0.1198
H -0.26 6.48 -0.88 0.0091
H -1.60 5.48 -2.71 -0.0027
H -1.83 3.02 -2.89 0.0154
H 0.68 2.53 0.52 0.0049
H 0.88 4.98 0.74 -0.0028
H -1.96 -0.70 -4.44 0.0030
H -1.94 -3.20 -4.46 0.0004
H -1.03 -4.41 -2.45 0.0108
H -0.28 -3.06 -0.49 -0.0029
O -1.46 2.41 3.29 -0.0005
C -1.80 1.78 2.28 -0.0065
O -0.99 1.18 1.52 0.0101
C -3.27 1.74 1.93 0.0072
C -4.11 2.58 2.66 -0.0018
C -5.48 2.58 2.49 0.0011
C -6.04 1.70 1.56 -0.0012
C -5.22 0.87 0.82 -0.0013
C -3.82 0.87 0.98 -0.0043
S -2.97 -0.27 -0.04 -0.0402
H -3.64 3.23 3.38 -0.0001
H -6.11 3.24 3.08 0.0001
H -7.11 1.66 1.42 -0.0001
H -5.65 0.19 0.09 0.0011
I 4.28 -0.08 -3.56 -0.0002
C 4.16 0.01 -1.48 -0.0031
C 5.33 0.03 -0.73 0.0003
C 5.27 0.05 0.64 0.0006
I 7.09 0.00 1.70 0.0001
C 4.03 0.06 1.33 -0.0010
C 3.88 0.04 2.73 -0.0005
C 2.64 0.12 3.29 0.0008
C 1.52 0.25 2.46 0.0030
N 1.61 0.22 1.15 0.0043
C 2.83 0.10 0.56 0.0048
C 2.85 0.01 -0.92 0.0016
O 1.80 -0.06 -1.58 0.0157
H 6.29 0.03 -1.23 -0.0002
H 4.76 -0.04 3.35 0.0000
H 2.51 0.11 4.36 0.0001
H 0.52 0.39 2.86 -0.0010
C -2.11 -1.70 3.03 -0.0007
C -1.34 -2.37 1.89 -0.0033
C -0.61 -3.60 2.41 0.0001
O -0.40 -1.53 1.31 0.0071
H -2.78 -2.41 3.53 -0.0001
H -2.70 -0.87 2.65 0.0006
H -1.40 -1.29 3.76 0.0002
H -2.09 -2.71 1.15 0.0006
H 0.13 -3.30 3.17 0.0003
H -0.06 -4.09 1.60 0.0001
H -1.30 -4.32 2.86 -0.0004

98
Properties=species:S:1:pos:R:3:lowdin_charge:R:1 method="wB97M-V/def2-TZVPD" e_homo_ev=-9.2 smiles="CCP(C)C1=C(CCC(F)(F)C(F)(F)C(F)(F)C(F)(F)C(F)(F)C(F)(F)F)C(=O)OC1=O.FC(F)C(F)(F)COC(F)(F)C(F)F.FC(F)C(F)(F)COC(F)(F)C(F)F.FC(F)C(F)(F)COC(F)(F)C(F)F" lumo_ev=-1.8 homo_lumo_gap_ev=7.41 e_tot_ha=-5644.93028
C 0.62 5.51 2.48 -0.1658
C -0.25 4.11 2.23 -0.4531
P -2.04 4.54 1.75 0.9360
C -1.85 5.57 0.10 -0.2823
C -3.09 3.03 1.26 -0.2289
C -3.05 1.59 1.63 -0.0608
C -1.97 0.91 2.66 -0.1074
C -0.54 0.47 1.99 -0.0815
C -0.59 -0.85 1.03 -0.1668
F -0.78 -2.03 1.96 -0.0065
F -1.79 -0.90 0.13 0.0038
C 0.76 -1.17 0.18 -0.0996
F 0.55 -2.41 -0.64 0.0327
F 1.84 -1.54 1.17 0.0237
C 1.37 0.07 -0.71 -0.0690
F 2.06 1.11 0.15 0.0324
F 2.51 -0.54 -1.50 0.0232
C 0.34 0.72 -1.81 -0.0634
F -0.54 -0.32 -2.47 0.0522
F -0.64 1.55 -1.01 0.0120
C 1.01 1.77 -2.87 -0.0826
F -0.14 2.52 -3.49 0.0280
F 1.85 2.82 -2.23 0.0439
C 1.87 1.14 -4.10 -0.1327
F 3.31 1.44 -3.83 0.0310
F 1.49 1.92 -5.33 0.0352
F 1.73 -0.31 -4.32 0.0691
C -4.33 0.87 0.84 -0.1738
O -4.61 -0.41 1.17 -0.0184
O -5.00 1.79 -0.10 0.0450
C -4.35 3.10 0.20 -0.2181
O -4.89 4.12 -0.48 0.0116
H -0.15 6.30 2.87 0.0744
H 1.13 5.85 1.46 0.0628
H 1.47 5.30 3.26 0.0889
H -0.19 3.38 3.16 0.0766
H 0.34 3.56 1.35 0.0777
H -2.54 6.51 0.20 0.0574
H -0.72 5.92 0.00 0.0418
H -2.06 4.91 -0.86 0.0618
H -2.47 -0.07 3.12 0.1438
H -1.78 1.71 3.53 0.1305
H 0.19 0.20 2.90 0.1625
H -0.09 1.43 1.49 0.0892
C 2.72 -5.28 -0.86 -0.0565
C 3.79 -5.72 -1.88 -0.4297
C 3.34 -6.81 -2.85 -0.2924
F 3.00 -7.95 -2.21 0.0833
F 4.35 -7.14 -3.70 0.0935
F 4.92 -6.06 -1.23 0.1257
F 4.11 -4.61 -2.62 0.0992
O 2.82 -5.88 0.44 0.0339
C 2.21 -7.16 0.57 -0.4766
C 3.22 -8.27 0.86 -0.2638
F 4.17 -8.35 -0.11 0.0859
F 2.61 -9.49 0.91 0.0942
F 1.45 -7.40 -0.53 0.1224
F 1.33 -7.05 1.60 0.1382
H 2.89 -4.21 -0.68 0.1426
H 1.71 -5.33 -1.26 0.1441
H 2.49 -6.49 -3.45 0.1749
H 3.73 -8.10 1.81 0.1755
C 3.62 6.96 -3.51 -0.0507
C 5.11 6.76 -3.16 -0.4296
C 5.42 5.53 -2.31 -0.2912
F 4.79 5.57 -1.11 0.0806
F 6.74 5.45 -2.05 0.0969
F 5.58 7.90 -2.59 0.1265
F 5.79 6.64 -4.35 0.1031
O 2.90 7.87 -2.68 0.0358
C 2.39 7.32 -1.47 -0.4771
C 3.03 7.95 -0.22 -0.2554
F 4.38 7.80 -0.22 0.0922
F 2.57 7.35 0.92 0.0721
F 2.51 5.97 -1.50 0.1115
F 1.05 7.58 -1.47 0.1312
H 3.60 7.42 -4.51 0.1535
H 3.09 6.01 -3.64 0.1434
H 5.12 4.61 -2.83 0.1736
H 2.81 9.02 -0.16 0.1786
C -6.39 -4.42 1.28 -0.0507
C -6.73 -3.79 2.64 -0.4269
C -5.58 -3.05 3.32 -0.2910
F -4.53 -3.86 3.58 0.0805
F -5.98 -2.54 4.51 0.0912
F -7.26 -4.74 3.46 0.1227
F -7.74 -2.89 2.42 0.1018
O -6.06 -5.82 1.30 0.0307
C -4.71 -6.12 1.62 -0.4778
C -4.56 -6.89 2.95 -0.2641
F -5.10 -6.20 3.99 0.0864
F -3.26 -7.10 3.25 0.0929
F -3.97 -4.98 1.59 0.1221
F -4.24 -6.89 0.60 0.1349
H -7.30 -4.37 0.68 0.1516
H -5.66 -3.84 0.72 0.1463
H -5.23 -2.22 2.70 0.1484
H -5.07 -7.86 2.89 0.1751